No. 1
A molecular structure, C3H5CsO4 at a distorted geometry. Source: the OMol25 dataset; level of theory: the ωB97M-V functional and the def2-TZVPD basis.

Geometry as XYZ:
```
13
Properties=species:S:1:pos:R:3:forces:R:3
Cs -2.1409 3.7099 2.0858 0.235 -0.645 -1.006
O -1.5621 1.0535 -2.1826 -0.166 -0.087 0.201
O 3.4610 -2.9841 -0.3870 -0.065 -0.124 -0.073
O -1.9683 2.6715 -0.6611 -0.613 0.752 0.562
O -0.9086 0.8916 -0.0161 0.473 -1.009 0.685
C -0.2414 -0.4009 -0.2612 -0.236 0.706 -0.666
C 0.5044 -0.8173 0.9457 -0.580 0.055 0.419
C -1.5414 1.5535 -1.0653 0.626 0.019 -0.184
H 0.9765 -0.0617 1.5765 0.001 -0.299 -0.297
H 0.4314 -0.2608 -1.1281 -0.202 -0.088 0.280
H 0.3935 -1.8359 1.3161 0.329 0.336 -0.165
H -0.9862 -1.1529 -0.5622 0.172 0.248 0.101
H 3.5822 -2.3663 0.3394 0.027 0.137 0.143
```
Positions in Å, forces in eV/Å.

## Properties
LUMO (spin up / spin down) = 0.505 / 0.498 eV
2S+1 = 2
HOMO level (spin up / spin down) = -1.7 / -1.7 eV
Charge = -1
<S²> = 0.75
Energy above the lowest of the compared OMol25 structures with the same formula, charge and spin = 1.977 eV
Kohn-Sham gap (spin up / spin down) = 2.2 / 2.2 eV
E = -11927.4058 eV

=====

No. 2
A molecular structure, C31H42AlN3OP at a distorted geometry. Source: the OMol25 dataset; level of theory: the ωB97M-V functional and the def2-TZVPD basis.

Geometry as XYZ:
```
79
Properties=species:S:1:pos:R:3:forces:R:3
P -0.0472 -1.6288 3.3407 -0.709 1.615 -3.318
Al -0.2997 0.1306 0.6272 -3.189 1.308 0.547
O -0.3869 -1.2428 1.8482 0.984 -1.120 2.319
N 2.0398 2.2694 1.1079 -6.413 -1.465 -0.920
N -3.4284 2.2657 3.0768 -0.246 -1.123 -0.359
N 2.4847 1.2401 -0.8060 -1.487 0.346 0.629
C 3.0423 -1.0677 -1.3742 0.159 0.278 -0.820
C 2.2385 3.2215 0.1567 3.606 -0.936 -0.616
C 2.9655 0.6845 -3.1101 0.044 -0.737 -0.213
C -1.4268 -1.2659 4.4476 -0.067 -0.339 0.419
C -1.4588 -2.6340 -0.7084 -0.060 -0.562 -0.116
C -3.5472 -0.8477 0.7905 -0.892 -0.264 0.513
C 2.8027 -1.4505 0.0505 -0.512 -0.800 0.704
C 0.3189 -3.3846 3.2177 0.207 -0.531 0.519
C 2.5040 2.0332 -3.5935 0.106 0.715 -0.830
C 2.8649 2.5713 -0.8973 -1.350 0.903 0.620
C -2.1959 2.0106 2.5523 1.615 0.230 0.734
C 1.6245 1.1399 0.3593 3.704 0.870 1.169
C -2.4412 2.7627 5.2059 -1.023 -0.155 0.069
C -2.1068 1.3701 -3.6655 0.118 0.159 -0.308
C -2.8385 -0.4547 -0.4505 0.544 0.650 -0.849
C -2.1905 0.5159 -2.4473 0.405 -1.243 0.898
C -1.6434 -1.1635 -0.9233 -0.075 0.933 0.348
C -4.0218 1.7377 -0.9974 -0.528 0.190 -0.276
C 3.5124 -1.9739 -2.3445 -0.226 0.737 0.357
C 4.4057 -2.4964 -4.6104 0.127 -0.181 -0.139
C -3.0787 0.6355 -1.3080 0.386 -1.560 0.296
C 3.4642 -0.2440 -4.0392 -0.057 -0.056 0.623
C -0.5389 -1.2896 -3.2552 0.505 -0.156 -0.287
C -2.0605 1.3038 1.2977 3.210 1.922 -1.076
C 1.3764 -0.6287 3.7923 0.428 -0.238 0.662
C 3.7599 -1.5547 -3.6546 -0.125 0.343 0.417
C -1.1550 2.8164 4.6343 -0.211 -0.154 -0.476
C 2.8139 0.2674 -1.7685 -0.012 -0.045 -0.576
C -1.0251 2.4255 3.3131 -0.526 0.224 0.249
C -1.3868 -0.6128 -2.2479 -0.202 1.368 0.149
C -3.5464 2.5085 4.3775 0.979 0.173 0.568
H 3.0734 2.8812 -3.1864 -0.487 -0.520 -0.405
H -5.0585 1.3683 -1.0340 0.063 0.204 -0.010
H -4.5696 2.4636 4.8058 0.621 0.296 -0.298
H -0.0502 -2.1594 -2.7993 0.074 0.189 -0.241
H 4.0814 -3.5174 -4.4194 -0.001 -0.107 -0.114
H 4.1726 -2.2280 -5.6369 -0.002 -0.077 -0.158
H -0.4510 -2.9544 -1.0052 -0.136 -0.060 0.147
H 2.9865 -2.5244 0.2179 0.153 0.252 -0.196
H -1.0547 1.4481 -3.9831 -0.237 0.126 -0.004
H 0.5275 -3.8673 4.1847 -0.073 0.191 -0.220
H 3.7306 -3.0088 -2.0642 -0.125 0.311 -0.021
H -4.6063 -1.0595 0.5826 0.028 -0.140 -0.005
H 3.6329 0.0540 -5.0796 -0.147 -0.039 0.359
H 2.6496 2.1351 -4.6812 -0.221 -0.419 0.207
H -3.9256 2.5606 -1.7174 -0.113 -0.085 0.030
H -2.1785 -3.1973 -1.3347 0.209 0.026 0.216
H -0.5336 -3.8966 2.7449 0.195 0.344 0.151
H 3.4365 -0.8694 0.7444 -0.302 -0.140 -0.287
H -1.2079 -1.5944 5.4792 0.054 0.047 -0.378
H 2.1385 -0.6586 2.9991 -0.359 -0.112 0.119
H -3.4936 -0.0580 1.5704 -0.149 -0.458 -0.654
H 5.4911 -2.4652 -4.4899 0.037 -0.042 -0.071
H 1.0746 0.4202 3.9267 -0.166 -0.285 -0.131
H -1.4386 2.1122 0.6751 -0.899 -0.647 0.303
H 1.8247 -0.9881 4.7304 -0.059 0.136 -0.169
H -1.6320 -0.1855 4.4814 0.197 -0.165 -0.299
H -1.6108 -2.9400 0.3322 0.030 0.080 -0.146
H -3.0922 -1.7566 1.2031 -0.161 -0.021 -0.006
H -3.8460 2.1372 0.0143 0.130 -0.277 -0.167
H -0.3099 3.1694 5.2285 -0.050 -0.224 -0.127
H -2.6513 0.9399 -4.5240 0.016 0.118 0.193
H 1.4324 2.2016 -3.3771 0.499 -0.057 0.064
H 0.2527 -0.6305 -3.6398 -0.060 -0.173 -0.167
H -2.3374 -1.7859 4.1123 0.358 0.173 -0.080
H -1.1285 -1.6713 -4.1095 0.175 0.192 0.138
H -2.6344 2.9055 6.2624 0.227 0.172 0.053
H -2.4936 2.3826 -3.4972 0.066 -0.158 -0.037
H -0.0794 2.4000 2.7579 -0.189 0.112 0.410
H 2.0183 4.2774 0.2310 0.735 0.099 0.641
H 1.1939 -3.5211 2.5639 -0.289 0.215 0.177
H 1.7428 -1.2707 0.3513 1.068 -0.304 -0.275
H 3.5297 2.9812 -1.6151 0.077 -0.067 -0.171
```
Positions in Å, forces in eV/Å.

## Properties
LUMO (spin up / spin down) = 2.129 / 2.129 eV
HOMO level (spin up / spin down) = -1.6 / -1.6 eV
Charge = -1
Energy above the lowest of the compared OMol25 structures with the same formula, charge and spin = 0.000 eV
Kohn-Sham gap (spin up / spin down) = 3.7 / 3.7 eV
E = -55228.4152 eV

=====

No. 3
2 unconnected molecules or ions with the total composition C6H10O at a distorted geometry. Source: the OMol25 dataset; level of theory: the ωB97M-V functional and the def2-TZVPD basis.

Geometry as XYZ:
```
17
Properties=species:S:1:pos:R:3:forces:R:3
O 1.5932 -1.1192 1.9062 0.934 -1.074 -0.889
C 1.8933 -1.0782 0.7352 0.400 0.035 -0.325
C 0.2947 0.8825 0.4991 0.604 0.075 0.137
C 1.3829 0.0001 -0.1527 0.367 0.253 -0.050
C -0.8961 1.1772 -0.3244 -2.919 -0.160 1.347
C -2.1889 1.0212 0.1474 3.100 0.776 -0.938
C -0.7884 -1.4144 -0.8407 -0.272 -0.970 -0.652
H -0.7208 1.6689 -1.2610 -0.121 0.049 -0.583
H -2.3569 0.6285 1.1344 -0.078 -0.223 0.174
H 2.6433 -1.7591 0.0919 -1.120 0.557 1.868
H 1.1872 -0.4925 -1.1110 -0.482 0.346 0.078
H -0.8406 -2.4223 -0.3763 -0.344 0.335 -0.155
H -3.0061 1.4355 -0.3962 -0.550 -0.013 -0.355
H -1.2093 -1.4015 -1.8711 0.042 -0.104 0.545
H 2.2959 0.5517 -0.3896 0.177 0.451 0.109
H -0.0551 0.4810 1.4569 0.375 -0.250 -0.268
H 0.7720 1.8406 0.7519 -0.113 -0.083 -0.042
```
Positions in Å, forces in eV/Å.

## Properties
LUMO (spin up / spin down) = -0.468 / -0.485 eV
HOMO level (spin up / spin down) = -8.4 / -8.7 eV
Energy above the lowest of the compared OMol25 structures with the same formula, charge and spin = 6.325 eV
Kohn-Sham gap (spin up / spin down) = 7.9 / 8.2 eV
E = -8424.9156 eV

=====

No. 4
A gas-phase ion, C2H5BrN3 (charge +1) at a distorted geometry. Source: the OMol25 dataset; level of theory: the ωB97M-V functional and the def2-TZVPD basis.

Geometry as XYZ:
```
11
Properties=species:S:1:pos:R:3:forces:R:3
Br 2.5753 0.2123 -0.0675 -1.155 -0.641 -0.048
N -0.1609 -0.9722 -0.1315 -0.915 -1.296 0.424
N -1.2116 1.5309 -0.0563 -0.696 0.402 0.158
N 0.5992 0.1038 -0.1284 3.031 2.502 0.207
C 0.0958 1.3256 0.0226 -2.682 -0.203 -0.054
C 0.2797 -2.1428 0.0682 -1.645 -0.498 -0.909
H -1.7404 2.3002 0.3255 1.206 1.030 0.154
H -1.9518 0.9581 -0.4063 0.528 -1.677 -0.319
H 0.6379 2.2524 0.2317 0.618 -0.911 -0.002
H 1.2344 -2.5419 0.0863 2.683 0.505 0.300
H -0.3575 -3.0265 0.0558 -0.972 0.787 0.090
```
Positions in Å, forces in eV/Å.

## Properties
LUMO = -5.262 eV
HOMO level = -14.6 eV
Charge = +1
Energy above the lowest of the compared OMol25 structures with the same formula, charge and spin = 2.355 eV
Kohn-Sham gap = 9.3 eV
E = -76658.2182 eV